Record 1
Here is C5H10OPRu as an isolated structure at a distorted geometry from the OMol25 dataset. Energies are from wB97M-V/def2-TZVPD.

As for the multiplicity: 5. The calculation puts the largest force on an atom at 4.68 eV Å⁻¹. The HOMO energy (spin up / spin down) is -10.5 / -13.6 eV. For the energy above the lowest of the compared OMol25 structures with the same formula, charge and spin, the calculation gives 67.3 kcal per mole. The total charge is +1.

Cartesian coordinates (Å):
O  -0.952  -0.388  2.133
H  -1.004  2.545  2.025
Ru  -0.350  0.071  0.133
C  1.013  0.568  -1.082
H  -0.972  -1.601  -2.827
C  0.052  0.176  -2.050
C  0.806  -1.393  0.078
H  -1.157  -1.339  2.259
P  -0.055  2.063  1.092
H  0.263  3.231  0.355
H  1.300  -2.024  0.826
H  1.093  1.942  1.965
H  -0.108  -0.220  2.601
H  -0.771  -2.809  -0.663
H  -0.388  0.890  -2.771
H  1.716  1.406  -1.180
C  -0.149  -1.924  -0.847
C  -0.335  -1.196  -2.047

Atomic partial charges in e from the Löwdin method, atoms 1 to 2:
1. O -0.17
2. H -0.07


Record 2
Here is C22H36BBiN3O3P2 as an isolated structure at a distorted geometry from the OMol25 dataset. Energies are from wB97M-V/def2-TZVPD.

As for the multiplicity: 2. The calculation puts the largest force on an atom at 3.88 eV Å⁻¹. The HOMO energy (spin up / spin down) is -13.1 / -13.1 eV. For the energy above the lowest of the compared OMol25 structures with the same formula, charge and spin, the calculation gives 0.0 kcal per mole. The total charge is +2.

Cartesian coordinates (Å):
H  -3.940  1.623  -2.648
H  -2.074  -2.842  -1.994
C  1.494  3.105  2.152
C  3.567  4.579  -1.372
H  -4.069  2.149  -0.087
H  -2.892  -2.972  -3.458
P  -3.118  0.080  -0.928
H  -1.240  -5.534  -0.457
H  2.696  -4.726  -0.563
H  -0.649  2.879  1.922
C  4.210  3.676  -2.229
O  2.053  -1.358  1.721
C  -3.198  0.802  -2.624
H  3.569  3.511  2.616
C  2.528  3.688  2.899
H  -4.044  -3.797  2.358
N  -2.560  -3.516  -2.670
H  3.345  0.755  -0.684
H  3.241  0.901  2.274
H  1.322  -5.007  1.813
H  2.314  4.808  0.378
C  0.777  -0.431  -2.529
H  3.630  5.655  -1.563
N  2.479  0.931  1.600
H  -4.850  -0.996  0.336
H  1.219  -3.224  2.083
H  -1.187  4.364  3.831
O  -0.230  2.031  -0.350
C  4.112  2.296  -2.000
H  -2.210  1.216  -2.899
C  0.162  3.328  2.504
C  2.826  4.102  -0.279
H  -4.931  -1.473  -1.382
H  0.658  5.414  5.170
H  -4.381  -4.183  1.815
H  -3.500  0.029  -3.356
H  -5.528  0.117  -0.858
C  2.189  -3.760  -0.740
C  -4.758  -0.642  -0.695
C  0.657  1.477  0.318
H  -0.248  -4.263  2.145
H  -3.218  1.239  1.175
H  3.041  4.947  4.563
C  -3.174  1.555  0.126
H  0.381  -6.235  -0.246
H  -2.281  2.174  -0.054
P  0.472  -3.835  -0.102
N  0.707  0.130  0.499
C  2.223  4.504  3.993
H  -0.040  -5.516  -1.810
H  -4.674  -3.670  -1.934
H  -3.324  -5.319  -1.582
C  0.719  -4.107  1.662
C  1.780  -0.240  1.322
C  2.730  2.726  -0.047
C  -0.141  4.167  3.587
Bi  -0.853  -1.468  -0.465
H  2.187  -3.564  -1.826
C  0.887  4.750  4.335
H  4.797  4.047  -3.078
H  -1.839  -4.125  -3.043
C  3.388  1.829  -0.897
B  -3.658  -4.260  -1.942
H  4.593  1.572  -2.673
O  1.449  0.158  -3.242
C  -0.180  -5.418  -0.722
H  2.730  -2.956  -0.213
C  1.859  2.120  1.042

Atomic partial charges in e from the Löwdin method, atoms 1 to 2:
1. H 0.07
2. H -0.01


Record 3
Here is C31H27BrN3O4RuSTe as an isolated structure from the OMol25 dataset. Energies are from wB97M-V/def2-TZVPD.

As for the multiplicity: 2. The calculation puts the largest force on an atom at 0.64 eV Å⁻¹. The HOMO energy (spin up / spin down) is -7.1 / -7.1 eV. For the energy above the lowest of the compared OMol25 structures with the same formula, charge and spin, the calculation gives 0.0 kcal per mole. The total charge is 0.

Cartesian coordinates (Å):
Ru  -0.209  1.328  1.333
C  -2.383  -1.130  -3.145
C  -0.794  1.054  6.292
O  2.224  0.999  -1.014
O  1.898  1.039  1.205
C  -1.440  -6.148  1.477
C  4.078  0.624  0.385
H  -1.141  3.332  -7.367
H  2.737  1.205  4.615
C  -3.311  -1.128  -2.111
C  -2.551  3.593  -5.766
H  -4.363  -0.988  -2.326
C  -0.348  2.691  -5.484
C  -2.061  2.764  -2.092
S  -0.976  -1.635  1.147
C  -1.154  -3.417  1.274
C  -0.105  -4.235  0.887
C  -1.032  -1.288  -2.868
H  -2.224  3.732  -1.622
H  -2.346  1.288  3.316
H  1.338  1.016  6.478
C  -2.777  3.441  -4.410
C  -1.542  -1.486  -0.548
C  5.934  0.115  1.771
C  4.585  0.383  1.651
H  0.811  -3.787  0.524
Te  -0.302  1.846  -1.312
C  -0.602  -1.451  -1.562
H  -1.551  -7.221  1.557
H  -3.130  -3.276  2.099
H  -0.310  -1.288  -3.675
C  2.620  0.920  0.147
C  -1.797  2.911  -3.570
H  1.419  2.576  -3.239
C  0.525  1.959  -3.253
C  -2.477  -5.316  1.873
C  0.715  1.165  4.424
O  0.500  -1.374  1.123
C  6.736  0.090  0.641
H  -3.394  -5.737  2.263
C  0.485  1.068  5.814
O  -1.792  1.856  1.316
N  6.253  0.311  -0.577
C  -1.328  3.215  -6.308
C  -0.569  2.534  -4.116
C  -1.562  1.221  4.054
H  3.945  0.377  2.520
H  -0.973  0.983  7.357
H  7.796  -0.118  0.725
H  -2.923  2.128  -1.900
H  0.797  0.953  -3.569
H  -2.887  1.142  5.711
C  -2.892  -1.308  -0.801
H  -3.324  4.006  -6.401
N  1.979  1.224  3.960
H  -3.728  3.737  -3.983
H  4.571  0.744  -1.692
H  -3.606  -1.292  0.014
C  -2.334  -3.938  1.779
N  -0.306  1.224  3.551
H  2.163  1.305  2.967
H  0.554  -6.263  0.693
H  0.608  2.397  -5.902
H  0.449  -1.547  -1.319
C  -1.856  1.140  5.389
C  -0.255  -5.609  0.990
Br  6.692  -0.223  3.472
H  -2.714  -1.000  -4.167
C  4.954  0.568  -0.695

Atomic partial charges in e from the Löwdin method, atoms 1 to 2:
1. Ru 0.96
2. C -0.07


Record 4
Here is C29H36GdN6O3PSSi as an isolated structure at a distorted geometry from the OMol25 dataset. Energies are from wB97M-V/def2-TZVPD.

As for the multiplicity: 8. The calculation puts the largest force on an atom at 2.04 eV Å⁻¹. The HOMO energy (spin up / spin down) is -4.9 / -7.9 eV. For the energy above the lowest of the compared OMol25 structures with the same formula, charge and spin, the calculation gives 128.2 kcal per mole. The total charge is 0.

Cartesian coordinates (Å):
N  -1.523  2.337  0.247
C  4.107  0.307  2.849
H  -2.073  6.791  -1.585
H  4.382  0.495  3.878
S  2.700  -0.656  -1.282
C  -1.138  -3.407  -4.567
C  -1.428  -2.258  4.676
H  -3.749  -3.661  -4.456
N  -3.044  -3.688  -2.501
C  6.054  -1.881  -1.701
C  -0.080  -3.316  -2.394
H  6.138  0.234  2.113
H  5.739  2.146  -1.442
H  -2.731  -1.148  5.977
C  5.734  1.209  -2.007
C  -1.584  4.737  -1.220
H  -1.780  -5.225  -1.852
H  -0.088  -3.961  1.273
C  -1.542  5.767  -3.395
Si  6.007  -0.223  -0.840
H  -2.884  1.544  2.123
C  -2.022  -4.700  -2.777
C  -1.602  -1.271  -3.524
H  -4.056  -2.177  -3.539
C  -2.637  -2.787  -1.423
N  -0.793  -4.156  -3.356
C  2.778  0.235  2.505
H  -2.441  -5.418  -3.484
C  -1.180  3.529  -1.783
Gd  0.323  -0.146  -0.045
C  0.626  -3.813  2.082
C  4.707  -0.116  0.531
H  -2.358  -0.492  -3.406
C  -1.136  4.565  -3.959
C  -1.762  5.851  -2.025
H  -0.232  -2.960  -4.978
H  -1.241  -3.055  5.387
H  -1.541  -4.111  -5.297
H  6.533  1.259  -2.755
H  -1.758  4.784  -0.153
C  5.088  0.153  1.853
H  1.127  -4.754  2.296
C  -2.259  -1.191  5.003
C  -0.990  2.314  -0.943
C  3.325  -0.219  0.267
H  -1.682  6.640  -4.021
H  8.460  -0.026  -0.786
H  -0.743  -0.813  -4.016
C  -0.950  3.449  -3.153
H  -3.437  -2.073  -1.224
N  2.360  0.002  1.248
H  5.242  -1.995  -2.420
O  -0.018  -3.453  3.302
H  4.777  1.129  -2.529
H  -0.960  4.498  -5.026
C  -2.033  0.890  1.937
H  7.754  0.977  0.490
H  -2.471  -3.352  -0.505
C  -3.321  -2.958  -3.740
N  -2.134  -2.356  -4.350
H  -0.620  2.507  -3.571
N  -1.230  1.194  0.989
C  7.676  0.010  -0.020
H  7.887  -0.782  0.709
C  -1.841  -0.254  2.822
H  0.187  -3.908  -1.517
H  -3.081  0.665  4.311
H  1.365  -3.078  1.777
C  -1.048  -1.370  2.453
P  -1.085  -1.846  -1.832
O  -0.590  -1.503  1.217
H  5.975  -2.690  -0.968
O  -0.336  1.307  -1.456
H  7.008  -1.992  -2.227
C  -2.460  -0.194  4.077
C  -0.818  -2.356  3.438
H  2.000  0.378  3.246
H  0.850  -2.955  -2.832

Atomic partial charges in e from the Löwdin method, atoms 1 to 2:
1. N 0.07
2. C -0.06